Entry 1:
# C26H32BrN5O4

An isolated molecule of C26H32BrN5O4 in a non-equilibrium geometry (ωB97M-V/def2-TZVPD, the Open Molecules 2025 dataset).

Geometry as XYZ:
```
68
Properties=species:S:1:pos:R:3:forces:R:3:mulliken_charge:R:1
N 3.5686 5.3245 0.6810 -0.018 0.507 -0.016 -0.3749
C 3.3948 4.0240 1.0131 0.316 0.065 -0.474 0.6054
O 2.7274 3.6808 1.9593 -0.133 -0.210 0.384 -0.6003
C 4.1183 3.0599 0.0818 -0.163 -0.361 0.379 -1.3608
C 3.7927 1.6084 0.4414 -0.071 0.169 0.082 -1.2597
N 4.4605 0.6847 -0.4657 0.119 0.521 -0.215 0.0070
C 5.1370 -0.3952 -0.0041 0.376 -0.191 -0.626 0.6802
O 5.6336 -0.4578 1.0956 0.088 -0.100 0.456 -0.6499
C 5.1141 -1.5748 -0.9804 0.013 0.152 0.386 -1.4476
C 3.7415 -2.1393 -0.7444 -0.191 -0.275 -0.164 0.4509
C 2.6709 -1.8112 -1.5685 0.121 -0.137 0.082 -0.1585
C 1.3845 -2.2075 -1.2503 -0.142 -0.033 0.068 -0.3187
C 1.1743 -2.9312 -0.0916 -0.129 -0.038 0.021 0.0761
Br -0.5905 -3.4505 0.3815 0.064 -0.016 -0.008 -0.1530
C 2.2233 -3.2831 0.7391 -0.126 -0.015 0.013 -0.7430
C 3.5026 -2.8825 0.4074 0.022 0.039 -0.137 -0.4153
C 2.3148 1.3019 0.3895 -0.187 -0.084 0.019 0.7678
C 1.6746 0.6317 1.4341 0.040 0.155 -0.219 -1.3263
C 0.3545 0.2662 1.3489 -0.113 -0.005 -0.071 -0.4891
C -0.4372 0.5532 0.2153 0.565 0.192 -0.245 1.1335
N -1.7111 0.0993 0.1033 -0.330 -0.076 0.095 1.0836
C -2.5292 -0.2144 1.2523 -0.148 0.280 0.183 -1.2336
C -3.9116 0.4178 1.0714 -0.055 -0.350 -0.070 -0.1895
C -4.5820 -0.1089 -0.2076 0.254 0.192 -0.131 -0.4381
N -5.9223 0.3677 -0.4875 -0.001 -0.179 -0.063 0.0235
C -6.1479 1.8021 -0.4768 -0.097 0.167 -0.074 -0.7112
C -6.7203 2.1713 0.9086 0.059 0.042 -0.080 -0.5759
C -7.2955 0.8527 1.4451 -0.017 -0.114 0.005 -0.5742
C -6.9892 -0.1744 0.3337 -0.205 -0.047 0.021 -0.7921
C -3.6597 0.1961 -1.3911 0.022 -0.250 0.189 -0.8692
C -2.2831 -0.4060 -1.1278 -0.160 0.142 -0.322 -1.0443
C 0.2091 1.2919 -0.8031 0.605 -0.540 1.070 -0.8538
N -0.4828 1.8966 -1.8938 -0.339 0.442 -0.608 1.1632
O 0.1269 2.0358 -2.9425 -0.063 -0.033 -0.187 -0.7101
O -1.6117 2.3116 -1.7075 -0.002 0.058 -0.049 -0.6047
C 1.5653 1.6073 -0.7249 0.008 0.011 0.146 -0.0557
H 4.1331 5.6133 -0.0971 -0.017 -0.061 0.013 0.1917
H 3.1335 6.0312 1.2502 0.011 -0.047 -0.005 0.2576
H 3.8328 3.2766 -0.9490 0.049 0.033 -0.060 0.4026
H 5.1946 3.2184 0.1757 0.007 0.015 -0.074 0.5343
H 4.1755 1.3977 1.4443 -0.081 0.028 -0.179 0.5983
H 4.0301 0.6119 -1.3764 0.024 -0.163 0.111 0.3804
H 5.8916 -2.2849 -0.7040 0.018 0.099 -0.026 0.4237
H 5.2512 -1.2485 -2.0102 -0.007 -0.004 -0.045 0.3712
H 2.8327 -1.2452 -2.4748 0.045 0.083 -0.108 0.4262
H 0.5572 -1.9502 -1.8937 -0.085 0.023 -0.039 0.4769
H 2.0411 -3.8523 1.6376 -0.027 -0.039 0.055 0.4380
H 4.3261 -3.1279 1.0601 0.107 -0.015 0.088 0.3895
H 2.2383 0.3828 2.3199 0.060 -0.034 0.141 0.4505
H -0.0790 -0.2926 2.1623 -0.063 -0.103 0.030 0.4162
H -2.0723 0.1957 2.1523 0.009 -0.113 -0.041 0.6026
H -2.6292 -1.3027 1.3637 0.040 -0.001 0.087 0.2145
H -4.5206 0.1849 1.9451 -0.076 0.021 0.086 0.3322
H -3.7932 1.4997 1.0021 -0.005 0.091 0.047 0.1221
H -4.6653 -1.2009 -0.1226 0.033 0.041 0.015 0.1594
H -5.2411 2.3519 -0.7177 0.020 0.033 -0.076 0.2536
H -6.8933 2.0195 -1.2493 0.061 0.136 0.023 0.4815
H -7.4829 2.9431 0.8211 0.014 0.075 0.034 0.4266
H -5.9357 2.5488 1.5633 0.004 0.038 0.019 0.1807
H -6.8163 0.5668 2.3813 -0.027 0.006 0.033 0.2538
H -8.3667 0.9192 1.6271 -0.031 -0.017 0.076 0.3586
H -6.7246 -1.1554 0.7274 0.001 -0.051 -0.062 0.3673
H -7.8698 -0.2891 -0.3079 -0.040 -0.081 0.118 0.4576
H -4.0800 -0.2280 -2.3025 -0.063 -0.033 -0.029 0.3789
H -3.5559 1.2711 -1.5270 -0.069 -0.047 -0.012 0.1514
H -1.6139 -0.2203 -1.9676 0.007 -0.085 0.074 0.4959
H -2.3914 -1.4957 -1.0202 0.075 0.031 -0.091 0.5323
H 1.9877 2.1495 -1.5588 0.024 0.057 -0.044 0.4319
```
Forces are in eV/Å.

- LUMO level: -0.15 eV
- Highest occupied orbital energy: -0.2899 Eh
- SMILES string: NC(=O)C[C@H](NC(=O)Cc1ccc(Br)cc1)c1ccc(N2CCC(N3CCCC3)CC2)c([N+](=O)[O-])c1
- Spin multiplicity: 1
- Max |F|: 1.34 eV/A

=====

Entry 2:
# C13H13Al2ClF9LiMgN2O9

C13H13Al2ClF9LiMgN2O9 as an isolated structure in a non-equilibrium geometry (ωB97M-V/def2-TZVPD, the Open Molecules 2025 dataset).

Geometry as XYZ:
```
51
Properties=species:S:1:pos:R:3:forces:R:3:mulliken_charge:R:1
N 3.9288 0.4324 4.7104 -0.485 0.501 0.394 -0.4774
C 3.9698 1.3061 3.6119 0.285 0.056 0.226 0.4138
O 4.6610 1.0324 2.6693 0.148 -0.034 -1.352 -0.5199
O 3.2384 2.4503 3.5116 -1.389 -1.972 -1.292 -0.2717
C 1.8733 2.3410 3.9418 0.038 0.507 0.606 -0.5941
C 1.0021 1.3146 3.1282 -0.523 -0.189 -0.368 0.0599
C 0.0877 0.5235 4.0404 -0.043 0.311 -1.961 -0.0673
F 0.1821 -0.7987 3.9913 1.644 0.642 2.734 -0.2667
C -0.8223 1.0638 4.8812 0.593 -0.621 -0.474 0.2693
F -0.7096 1.0510 6.1586 -1.454 -0.772 0.972 -0.1546
F -1.9804 1.6451 4.4341 0.258 1.715 0.335 -0.0698
H 2.9716 0.1153 4.8447 0.194 -0.105 0.357 0.2677
H 4.2615 0.8958 5.5549 -0.229 0.045 0.004 0.3563
H 1.4292 3.3221 3.7949 0.398 0.130 0.108 0.4570
H 1.8395 2.1613 5.0176 0.050 -0.140 -0.106 0.4344
H 0.3592 1.8750 2.4370 0.322 0.106 -0.279 0.2295
H 1.5803 0.5842 2.5159 -0.919 -0.167 0.743 0.0673
Mg -2.7802 1.9196 2.2798 0.242 -0.381 -0.561 0.8735
C -1.2529 0.5714 -2.3838 -0.035 0.218 0.085 -0.5740
C -0.9499 0.2784 -3.6582 -0.038 0.105 0.030 -0.3208
C -1.1745 1.2433 -4.7310 0.083 -0.629 -0.175 0.2182
O -0.9036 0.9901 -5.8929 0.046 0.063 -0.409 -0.4761
C -1.7402 2.5316 -4.3611 0.049 -0.147 0.581 0.4232
C -2.0499 2.8427 -3.1046 -0.182 0.440 -0.028 -0.3290
C -1.8195 1.8668 -2.0177 -0.020 -0.749 -0.262 0.0688
O -2.1025 2.1444 -0.8539 0.059 0.552 0.839 -0.5724
H -1.0988 -0.1341 -1.5774 -0.052 -0.043 -0.022 0.5822
H -0.5363 -0.6775 -3.9489 -0.017 0.015 -0.059 0.5136
H -1.8962 3.2196 -5.1991 0.288 -1.204 -0.281 0.7523
H -2.4787 3.8031 -2.8166 -0.064 -0.065 0.114 0.0851
Cl 0.1814 -2.3335 2.2886 -0.629 -1.016 -1.191 -0.3667
C 0.5077 -5.5500 -0.1743 1.149 -0.573 2.311 -0.3674
C -0.1180 -5.0115 -1.5276 -1.233 1.450 -2.801 0.7226
O -0.3752 -3.8085 -1.4888 0.428 -0.330 1.051 -0.2905
O -0.2354 -5.8847 -2.3703 0.445 -0.600 0.873 -0.4327
H 0.5967 -4.7424 0.5435 -0.164 0.411 -0.176 -0.0249
H -0.1337 -6.3292 0.2321 -0.302 0.020 -0.506 0.3280
H 1.4948 -5.9587 -0.3753 -0.089 0.081 -0.446 0.2821
Li 2.8595 1.1626 1.5191 1.334 -0.066 -0.413 0.8882
F -6.2993 -0.5642 -4.0178 0.551 0.160 -0.272 -0.3973
Al -4.9461 -0.6014 -5.0641 -0.136 -0.262 -0.174 0.5403
F -5.3835 -1.2828 -6.5625 0.190 0.360 0.518 -0.3780
F -3.6887 -1.5234 -4.3458 -0.268 0.569 -0.136 -0.3580
F -4.3626 1.0232 -5.3059 -0.002 -0.377 0.267 -0.3670
Al -2.3422 4.9801 -5.2741 -0.288 0.836 -0.038 0.5611
F 3.4122 4.0781 5.0022 -0.244 0.433 0.677 -0.7013
F 1.0455 1.6189 -5.9239 -0.200 0.208 0.205 -0.5396
N 2.6856 -2.7973 0.4676 -0.066 0.236 0.177 0.9571
O 2.4230 -3.1339 -0.6951 -0.144 -0.097 -0.062 -0.4887
O 2.4718 -1.6297 0.8302 0.485 0.476 -0.272 -0.4835
O 3.1174 -3.6264 1.2637 -0.068 -0.108 -0.092 -0.4620
```
Forces are in eV/Å.

- LUMO level: -6.74 eV
- Highest occupied orbital energy: -0.3135 Eh
- Spin multiplicity: 1
- Max |F|: 3.39 eV/A

=====

Entry 3:
# C5H8N4O2

An isolated molecule of C5H8N4O2 in a non-equilibrium geometry (ωB97M-V/def2-TZVPD, the Open Molecules 2025 dataset).

Geometry as XYZ:
```
19
Properties=species:S:1:pos:R:3:forces:R:3:mulliken_charge:R:1
C 0.9825 0.0451 3.0806 2.585 0.146 -0.853 -1.0732
C 0.4617 0.8337 1.9680 -2.042 1.193 -1.022 0.0843
N -0.6256 0.4661 1.3638 2.494 -1.039 0.723 -0.2744
N -1.2399 1.2181 0.5082 -0.983 1.595 1.459 -0.3103
C -1.5740 1.0653 -0.6755 -0.248 -0.245 -2.561 -0.3956
C -1.0746 0.0700 -1.6997 1.141 -1.587 -1.155 0.9043
N -1.3547 0.3360 -3.0413 -0.988 1.507 1.042 -0.4905
C -0.3636 -1.0839 -1.5313 -0.687 1.164 1.594 -0.3151
N 0.6477 -1.6571 -0.9989 0.293 0.998 -1.067 0.6318
O 0.8573 -2.7973 -0.6001 -0.012 -0.031 0.187 -0.6618
O 1.8678 -0.8233 -1.1289 -1.508 0.538 0.176 -0.4213
H 0.5457 0.3109 3.9879 -0.859 0.442 1.627 0.2984
H 2.0774 0.1931 3.1796 -0.516 0.287 0.026 0.3228
H 0.9216 -0.9856 2.9103 -0.657 -1.598 -0.203 0.3103
H 0.8648 1.8628 1.8308 -0.150 -0.775 -0.354 0.4101
H -2.3066 1.8218 -1.0648 0.765 -0.747 0.159 0.2321
H -2.1187 0.9517 -3.3111 0.322 -0.311 0.344 0.2074
H -1.1158 -0.3494 -3.7147 0.204 -0.546 -0.329 0.2200
H 2.5469 -1.4782 -1.0630 0.848 -0.992 0.208 0.3206
```
Forces are in eV/Å.

- LUMO level: -0.10 eV
- Highest occupied orbital energy: -0.3174 Eh
- SMILES string: C/C=N/N=C\C(N)=C=[N+]([O-])O
- Spin multiplicity: 1
- Max |F|: 2.80 eV/A

=====

Entry 4:
# C4H5N3O

An isolated molecule of C4H5N3O in a non-equilibrium geometry (ωB97M-V/def2-TZVPD, the Open Molecules 2025 dataset).

Geometry as XYZ:
```
13
Properties=species:S:1:pos:R:3:forces:R:3:mulliken_charge:R:1
H -1.1364 2.3889 -0.8588 3.850 -0.733 1.800 0.3030
N -0.1379 2.5361 -0.3245 0.576 -0.726 -0.103 -0.6372
C 0.7000 1.6298 0.1942 -2.928 7.554 1.479 0.2004
N 0.4203 0.3848 0.3532 -1.362 -5.711 -0.924 0.7775
N 0.9704 -0.4238 1.2555 2.732 4.081 3.847 -1.1012
C 0.5136 -1.5757 1.1862 -2.007 1.503 -6.478 -0.2510
C -0.1933 -1.5851 -0.1393 -0.106 -9.364 4.832 -0.6827
C -0.3781 -0.4157 -0.4560 -0.662 9.446 -3.971 0.3802
O -0.9928 0.3007 -1.4763 -0.585 -4.110 -2.402 -0.5592
H 1.3793 1.9399 1.0929 -0.406 0.014 -2.393 0.2818
H 0.7633 -2.3149 1.7875 1.121 -3.301 2.627 0.5272
H -0.7083 -2.4622 -0.3485 -0.890 -1.178 -1.238 0.4045
H -1.2001 -0.4026 -2.2662 0.667 2.526 2.924 0.3567
```
Forces are in eV/Å.

- LUMO level: 0.34 eV
- Highest occupied orbital energy: -0.3341 Eh
- SMILES string: [H]/N=C\n1nccc1O
- Spin multiplicity: 1
- Max |F|: 10.54 eV/A

=====

Entry 5:
# Cl2NaO8

Cl2NaO8 as an isolated structure in a non-equilibrium geometry (ωB97M-V/def2-TZVPD, the Open Molecules 2025 dataset).

Geometry as XYZ:
```
11
Properties=species:S:1:pos:R:3:forces:R:3:mulliken_charge:R:1
Na -0.7483 -0.5550 1.2855 1.638 -5.782 3.977 0.9532
Cl -1.2790 1.8087 -0.5216 -2.848 6.306 -3.132 1.7507
O -2.4554 1.5487 -1.2977 -0.956 -0.329 0.272 -0.6913
O -1.1060 0.8127 0.4086 -0.734 1.464 0.222 -0.7760
O -0.2142 1.8420 -1.4359 1.824 0.467 -0.114 -0.6084
O -1.4793 3.0691 0.2444 0.777 -1.489 -1.160 -0.6933
Cl 1.3600 -1.7993 0.3038 7.904 4.672 -5.945 1.4840
O 0.0711 -1.8733 -0.4028 0.008 -1.188 2.177 -0.5852
O 1.9109 -0.4198 0.0885 -1.833 -0.626 -1.362 -0.5911
O 1.5513 -1.7737 1.7079 -2.856 -3.233 3.405 -0.5690
O 2.3889 -2.6600 -0.3808 -2.923 -0.262 1.660 -0.6736
```
Forces are in eV/Å.

- Charge: -1
- LUMO level: 1.99 eV
- Highest occupied orbital energy: -0.2278 Eh
- Spin multiplicity: 1
- Max |F|: 10.94 eV/A

=====

Entry 6:
# C22H31IrNO4PS

C22H31IrNO4PS as an isolated structure in a non-equilibrium geometry (ωB97M-V/def2-TZVPD, the Open Molecules 2025 dataset).

Geometry as XYZ:
```
61
Properties=species:S:1:pos:R:3:forces:R:3:mulliken_charge:R:1
Ir 0.3142 1.0501 -1.5433 0.543 -1.128 -0.217 0.9699
C 0.5641 -3.9283 0.9520 -0.020 0.019 -0.052 -1.7185
C 0.6368 -3.3834 2.3764 -0.004 -0.033 -0.063 1.6823
C -0.5902 -3.8830 3.1769 0.035 -0.007 0.040 -1.4799
C 1.9340 -3.8940 3.0459 -0.032 0.001 0.035 -1.5439
C 0.6317 -1.8834 2.4170 0.007 0.044 0.013 0.0114
C 0.7171 -1.2357 3.7156 -0.001 -0.079 -0.021 -0.6501
C 0.7081 0.1216 3.8731 0.012 0.116 -0.061 -1.5063
C 0.6174 0.8970 2.7149 0.036 -0.115 0.172 0.8022
S 0.5894 2.6022 2.6069 0.015 0.125 0.188 -0.1982
C 0.4630 2.4945 0.9008 -0.019 0.155 -0.360 0.4590
N 0.4963 1.2283 0.4240 -0.300 -0.006 0.357 -0.4381
C 0.5406 0.2807 1.4161 0.145 0.211 -0.207 -0.7907
C 0.5421 -1.0976 1.2789 -0.020 -0.059 -0.032 0.6477
C 0.3085 3.5225 -0.0507 0.046 -0.389 -0.125 1.5373
C 0.3274 4.9131 0.1563 -0.015 0.122 -0.022 -0.7548
C 0.2081 5.7396 -0.9364 0.013 0.005 0.031 -0.9166
C 0.0792 5.1998 -2.2257 -0.005 0.096 0.010 -0.5964
C 0.0530 3.8234 -2.4520 0.028 0.042 0.294 -0.5698
C 0.1624 2.9810 -1.3615 -0.294 0.585 -0.083 -0.1993
H 0.5760 -5.0164 0.9823 -0.003 0.002 0.005 0.4694
H 1.4213 -3.6143 0.3497 -0.008 -0.009 0.022 0.3329
H -0.3587 -3.6293 0.4461 0.018 -0.011 0.022 0.2812
H -0.6078 -4.9719 3.1273 0.005 0.004 0.023 0.4621
H -1.5280 -3.5087 2.7627 0.037 0.007 -0.034 0.3420
H -0.5423 -3.6041 4.2295 -0.008 -0.024 -0.002 0.3884
H 1.9252 -4.9834 3.0136 0.004 0.001 0.022 0.4617
H 2.0112 -3.6000 4.0922 0.005 -0.025 0.005 0.3714
H 2.8265 -3.5470 2.5232 -0.038 0.015 -0.028 0.3868
H 0.7910 -1.8637 4.5928 -0.007 0.012 0.001 0.5382
H 0.7755 0.5772 4.8524 -0.009 -0.005 -0.012 0.4803
H 0.4584 -1.5540 0.3032 0.003 0.031 -0.007 0.8974
H 0.4433 5.3313 1.1491 0.022 -0.014 0.002 0.4906
H 0.2283 6.8129 -0.8068 -0.013 -0.003 -0.017 0.4642
H -0.0040 5.8704 -3.0724 0.018 0.025 0.022 0.4752
H -0.0385 3.4469 -3.4658 0.007 0.007 0.029 0.5338
C 4.1205 -0.6791 -2.3137 0.011 -0.001 -0.014 -1.2538
C 2.7585 -1.2225 -1.9818 0.002 0.028 -0.067 0.2611
O 1.6937 -0.3779 -2.5991 0.047 0.208 0.188 -0.5216
H 4.8794 -1.3561 -1.9198 0.002 0.008 0.006 0.3697
H 4.2862 0.3076 -1.8807 -0.015 -0.007 -0.003 0.3104
H 4.2740 -0.6270 -3.3940 0.007 -0.025 0.009 0.4238
H 2.5457 -1.1993 -0.9158 -0.011 0.017 0.041 0.0787
H 2.6053 -2.2327 -2.3551 -0.020 -0.002 -0.049 0.2779
H 1.9761 -0.1881 -3.5071 -0.096 -0.094 -0.025 0.2926
C -2.8633 2.0705 -3.3646 -0.050 -0.157 0.228 -0.7087
O -2.6706 0.8498 -2.5624 -0.085 0.227 -0.337 -0.2864
P -1.8458 0.7241 -1.2587 0.351 0.334 0.233 0.4735
O -2.0067 -0.7596 -0.8342 -0.199 -0.284 0.030 -0.0913
C -2.4560 -1.8761 -1.6950 0.015 0.177 0.149 -0.7432
O -2.3773 1.6407 -0.1162 -0.092 -0.102 -0.225 -0.1057
C -3.7992 1.6459 0.2787 -0.032 -0.046 0.065 -0.7324
H -3.8957 2.0471 -3.6939 -0.009 0.015 -0.027 0.3068
H -2.1906 2.0156 -4.2145 -0.018 0.024 -0.027 0.2770
H -2.6723 2.9470 -2.7488 -0.035 0.021 -0.056 0.3735
H -2.6677 -2.6888 -1.0108 -0.006 -0.020 -0.010 0.2659
H -1.6535 -2.1375 -2.3791 -0.012 -0.011 -0.018 0.3338
H -3.3501 -1.5714 -2.2277 -0.003 -0.047 -0.027 0.3651
H -4.0020 2.6468 0.6417 0.011 0.004 0.004 0.2949
H -3.9383 0.9100 1.0650 0.019 0.001 -0.007 0.2666
H -4.4307 1.4171 -0.5768 0.015 0.016 -0.012 0.3489
```
Forces are in eV/Å.

- Charge: +3
- LUMO level (spin up / spin down): -10.66 / -12.72 eV
- Highest occupied orbital energy (spin up / spin down): -0.6540 / -0.6595 Eh
- ⟨S²⟩: 0.7899
- Spin multiplicity: 2
- Max |F|: 1.27 eV/A

=====

no.,electronic energy (hartree)
1,-4158.669379
2,-3340.626796
3,-564.573595
4,-394.770099
5,-1684.125115
6,-2055.525690